Density functional theory data (wB97M-V/def2-TZVPD) for a 7-piece molecular cluster, C25H46FN3O20P overall at a distorted geometry.

Values from the calculation:
Charge: +1
2S+1: 1
Total energy in eV: -84087.8264
LUMO level in eV: -4.690
Maximum force in eV/Å: 5.7
Molecular weight in g/mol: 758.6
Frontier orbital gap in eV: 6.98

XYZ file:
```
96
C25H46FN3O20P, DFT wB97M-V/def2-TZVPD
N -4.1571 5.7227 -6.6500
C -5.6067 5.5356 -6.5251
C -6.4872 6.8056 -6.8860
C -8.0167 6.6560 -6.7986
N -8.6484 5.4067 -6.3605
C -7.8786 4.2100 -6.0165
C -8.6151 2.8418 -5.5506
C -10.1802 2.8280 -5.9701
O -11.1102 3.1262 -5.2068
F -10.4217 2.4684 -7.3458
C -6.3165 4.2113 -6.0873
P -5.2370 2.6815 -5.7088
N -4.3700 2.4170 -7.2503
O -3.9910 3.0547 -4.5930
H -3.9844 6.6540 -6.2162
H -3.6299 5.0153 -6.1137
H -5.9892 7.7810 -7.2015
H -8.6685 7.5641 -7.0895
H -9.6868 5.4249 -6.3493
H -8.5784 2.8541 -4.4049
H -8.0682 1.9009 -5.8925
H -5.0030 2.8044 -7.9833
H -4.2059 1.4122 -7.4015
H -4.3230 3.1315 -3.6696
C -2.4057 -1.4079 0.1407
O -1.7380 -0.7934 -0.9620
C -2.5554 -0.3916 -1.9484
O -3.7581 -0.5081 -1.9669
O -1.8019 0.1644 -2.9138
C -2.5466 0.6389 -4.0332
H -1.6488 -1.6907 0.8736
H -3.0976 -0.7062 0.6121
H -2.9297 -2.3109 -0.1807
H -3.2406 1.4156 -3.7290
H -3.0761 -0.1844 -4.5204
H -1.8419 1.0664 -4.7480
C 2.3903 -2.5918 5.2233
O 3.0587 -1.9765 4.1219
C 2.2406 -1.5737 3.1340
O 1.0391 -1.6907 3.1151
O 2.9956 -1.0177 2.1697
C 2.2544 -0.5408 1.0476
H 3.1467 -2.8749 5.9566
H 1.6978 -1.8907 5.6945
H 1.8670 -3.4947 4.9008
H 1.5568 0.2431 1.3517
H 1.7248 -1.3615 0.5586
H 2.9621 -0.1146 0.3354
C 7.5105 -7.3706 4.8975
O 6.3655 -6.7901 4.2747
C 6.4473 -5.4590 4.1012
O 7.3764 -4.7581 4.4207
O 5.3127 -5.0457 3.5097
C 5.2594 -3.6406 3.2620
H 7.3355 -8.4435 4.9870
H 8.4023 -7.2166 4.2858
H 7.6538 -6.9602 5.8998
H 6.0614 -3.3381 2.5844
H 5.3131 -3.0821 4.1983
H 4.3057 -3.4212 2.7847
C 4.7038 1.0298 3.6510
O 6.1281 0.9518 3.6510
C 6.7321 1.9060 2.9223
O 6.1784 2.7803 2.2991
O 8.0602 1.7171 3.0082
C 8.8348 2.6655 2.2767
H 4.3236 0.2149 4.2676
H 4.3695 1.9755 4.0850
H 4.3119 0.9084 2.6402
H 8.6648 3.6761 2.6554
H 8.6066 2.6090 1.2099
H 9.8872 2.4166 2.4181
C -7.4565 8.1465 -3.4418
O -6.9814 8.9072 -2.3374
C -5.7146 9.3394 -2.4751
O -4.9947 9.1331 -3.4248
O -5.3916 10.0372 -1.3763
C -4.0634 10.5615 -1.3831
H -8.4841 7.8483 -3.2282
H -7.4543 8.7493 -4.3535
H -6.8552 7.2431 -3.5738
H -3.9284 11.2584 -2.2134
H -3.3302 9.7533 -1.4335
H -3.9145 11.1046 -0.4494
C 5.0587 -10.8184 5.6447
O 5.2232 -11.7965 6.6693
C 6.4436 -12.3596 6.7018
O 7.3620 -12.1055 5.9601
O 6.4626 -13.2547 7.7043
C 7.7070 -13.9353 7.8577
H 4.0411 -10.4313 5.7109
H 5.7534 -9.9880 5.7895
H 5.1929 -11.2673 4.6579
H 8.5067 -13.2284 8.0905
H 7.9466 -14.5078 6.9588
H 7.6066 -14.6298 8.6926
```


Density functional theory data (wB97M-V/def2-TZVPD) for a 5-piece molecular cluster, C29H70BN4O8 overall at a distorted geometry.

Values from the calculation:
Charge: -1
2S+1: 1
Total energy in eV: -54225.5818
LUMO level in eV: 2.254
Maximum force in eV/Å: 2.2
ΔE to the lowest compared entry with this formula, charge and spin in kcal per mole: 0.00
Molecular weight in g/mol: 613.7
Frontier orbital gap in eV: 6.51

XYZ file:
```
112
C29H70BN4O8, DFT wB97M-V/def2-TZVPD
C -3.5154 -1.1981 -0.0979
C -2.9350 -2.3307 0.7695
C -3.3898 -3.7649 0.3900
C -2.3663 -4.6073 -0.3933
C -2.5075 -4.6233 -1.9256
C -2.1382 -3.3077 -2.6098
C -0.6953 -2.8822 -2.4249
O -0.3895 -2.7947 -1.0634
B 0.3177 -1.4719 -0.8639
O 0.8139 -1.1702 -2.2248
C -0.3418 -1.5049 -3.0088
C 0.0589 -1.4634 -4.4797
C -1.0205 -1.0764 -5.5006
O -2.3530 -1.0408 -4.9639
C -2.8588 0.1589 -4.6283
O -2.2087 1.2082 -4.6484
C -4.3170 0.0896 -4.2242
C -4.9686 -1.2938 -4.1123
H -3.7324 -0.3146 0.5074
H -2.8065 -0.8923 -0.8732
H -4.4389 -1.5217 -0.5861
H -3.2335 -2.1073 1.7996
H -1.8417 -2.2925 0.7271
H -4.3468 -3.7358 -0.1462
H -3.5766 -4.3137 1.3215
H -2.4638 -5.6480 -0.0519
H -1.3597 -4.2813 -0.1392
H -1.8829 -5.4276 -2.3375
H -3.5465 -4.8791 -2.1830
H -2.7680 -2.4987 -2.2352
H -2.3385 -3.3919 -3.6876
H 0.0007 -3.5923 -2.9097
H 1.1873 -1.5243 -0.0042
H -0.5304 -0.6090 -0.4933
H -1.0952 -0.7589 -2.7191
H 0.4244 -2.4627 -4.7451
H 0.9143 -0.7920 -4.5618
H -0.8065 -0.1214 -5.9809
H -1.0844 -1.8356 -6.2847
H -4.3408 0.5868 -3.2471
H -4.8680 0.7452 -4.9030
H -5.0873 -1.5880 -3.0685
H -4.4012 -2.0542 -4.6428
H -5.9735 -1.2754 -4.5464
C -1.3860 0.0698 6.4760
C -2.3699 -0.6866 5.5907
C -1.7180 -1.2911 4.3435
O -1.4216 -0.3629 3.3318
C -0.2152 0.3677 3.4762
N -3.4948 0.1946 5.2615
H -1.1376 1.0467 6.0637
H -1.8200 0.2433 7.4610
H -0.4581 -0.4908 6.6061
H -2.7715 -1.5245 6.1703
H -2.4222 -1.9953 3.8915
H -0.8203 -1.8654 4.6148
H 0.5720 -0.2357 3.9409
H -0.3725 1.2804 4.0647
H 0.1139 0.6534 2.4791
H -4.2027 -0.3384 4.7659
H -3.1619 0.8708 4.5798
C 4.9419 2.3484 0.0665
C 3.8318 1.4631 -0.4969
C 2.4601 1.6952 0.1566
O 2.3060 1.1395 1.4556
C 2.8758 1.8753 2.5077
N 4.2695 0.0708 -0.4513
H 5.2962 1.9787 1.0301
H 5.7962 2.3514 -0.6111
H 4.6045 3.3803 0.1967
H 3.7034 1.7252 -1.5516
H 1.6995 1.2032 -0.4514
H 2.2240 2.7700 0.1882
H 2.8363 2.9540 2.3180
H 3.9153 1.5801 2.6842
H 2.3038 1.6599 3.4132
H 3.5822 -0.5024 -0.9350
H 4.2108 -0.2390 0.5140
C 4.1371 0.5588 -8.8775
C 3.1557 0.7395 -7.7235
C 3.3241 -0.2804 -6.5924
O 2.8285 -1.5705 -6.8825
C 3.6833 -2.4132 -7.6213
N 1.7914 0.7670 -8.2576
H 3.8462 -0.2711 -9.5221
H 4.1563 1.4566 -9.4949
H 5.1490 0.3723 -8.5128
H 3.3477 1.7201 -7.2776
H 2.7428 0.0637 -5.7343
H 4.3726 -0.3440 -6.2704
H 4.7334 -2.2365 -7.3659
H 3.5547 -2.2925 -8.7014
H 3.4284 -3.4401 -7.3607
H 1.1440 1.0181 -7.5163
H 1.5378 -0.1840 -8.5096
C 1.0958 5.7049 8.8036
C 0.3500 4.5130 9.3946
C 0.6740 3.1755 8.7187
O 0.0712 2.9867 7.4587
C 0.7354 3.5813 6.3608
N -1.0848 4.8063 9.4045
H 0.6534 6.0237 7.8599
H 1.0449 6.5518 9.4870
H 2.1470 5.4695 8.6277
H 0.6674 4.4096 10.4373
H 0.2783 2.3739 9.3482
H 1.7607 3.0279 8.6448
H 1.8212 3.5642 6.4980
H 0.4118 4.6114 6.1910
H 0.4856 2.9965 5.4760
H -1.5781 4.0769 9.9094
H -1.4263 4.7338 8.4504
```


Density functional theory data (wB97M-V/def2-TZVPD) for C8H15ClF2NO7S3 as an isolated structure.

Values from the calculation:
Charge: -1
2S+1: 1
Total energy in eV: -74826.6520
LUMO level in eV: 1.835
Maximum force in eV/Å: 0.6
Molecular weight in g/mol: 406.9
Frontier orbital gap in eV: 8.18

XYZ file:
```
37
C8H15ClF2NO7S3, DFT wB97M-V/def2-TZVPD
C -1.8221 0.4095 -1.3503
O -1.4160 -0.9347 -1.1528
C -0.0282 -1.0871 -1.2621
C 0.3388 -2.5235 -0.9327
C 1.8624 -2.7273 -0.8248
C 2.2942 -3.6555 0.3085
C 2.0642 -3.1480 1.7568
C 1.8800 -1.6580 1.8663
O 0.8552 -1.0621 1.7909
O 3.0931 -1.0081 2.0678
C 3.0931 0.0106 3.0206
S 4.5933 -0.0679 4.0105
Cl 2.8688 1.6064 2.2400
H -1.5471 0.7560 -2.3529
H -1.3364 1.0772 -0.6301
H -2.8999 0.4711 -1.2300
H 0.4942 -0.3923 -0.5890
H 0.3007 -0.8566 -2.2897
H -0.0276 -3.1435 -1.7538
H -0.1754 -2.8169 -0.0154
H 2.2038 -3.2034 -1.7478
H 2.3858 -1.7653 -0.7801
H 1.7368 -4.5881 0.1916
H 3.3518 -3.9008 0.1973
H 2.9257 -3.4252 2.3624
H 1.1763 -3.6016 2.1951
H 2.2665 -0.0934 3.7211
H 5.4153 -0.2633 2.9717
N -3.7316 4.8159 -0.5274
S -2.8983 5.0693 -1.8511
O -3.4791 6.0061 -2.7598
O -2.2573 3.9132 -2.3944
F -1.7129 5.8793 -1.1720
S -5.0974 4.0440 -0.6551
O -5.8366 4.1571 0.5593
O -5.0122 2.7713 -1.3006
F -5.9220 4.9358 -1.6877
```